[1]
The following is a quantum chemistry calculation of a structure of composition C9H24ClINP2Sn, from the Open Molecules 2025 dataset.

Structure (ORCA input):
```
! wB97M-V def2-TZVPD RIJCOSX def2/J DEFGRID3
* xyz 3 1
C -0.387 0.053 4.348
Sn 0.230 -0.023 -0.877
C -1.963 0.038 -1.053
C 1.879 -3.199 -1.031
H -0.374 -0.970 4.748
H -2.440 -0.885 -0.705
C -0.918 -3.322 -1.786
H -1.872 3.201 -1.484
P 0.222 -2.587 -0.573
H 2.268 -2.600 -1.867
C -0.189 -3.278 1.058
H -2.110 0.123 -2.141
H 2.334 2.518 -1.896
H 0.527 -2.903 1.803
C -0.828 3.315 -1.810
H 1.891 4.181 -1.360
H 2.638 3.020 -0.199
P 0.293 2.553 -0.595
H 0.603 2.889 1.779
H -0.689 2.839 -2.793
H -1.204 -2.966 1.341
H -2.421 0.894 -0.551
C -0.099 3.277 1.028
H 2.553 -3.114 -0.170
C 1.964 3.126 -1.058
H -1.957 -3.210 -1.445
H -1.187 0.639 4.820
H -1.125 3.000 1.312
N -0.710 0.005 1.758
H -0.677 -4.392 -1.874
H -0.580 4.384 -1.881
H 0.583 0.512 4.591
I 2.474 -0.022 0.983
C -0.575 0.025 2.914
H 1.779 -4.251 -1.335
Cl 1.015 -0.033 -3.198
H -0.790 -2.831 -2.762
H -0.141 -4.376 1.003
H -0.017 4.372 0.960
*
```

Values from the calculation:
E_LUMO (alpha / beta) in eV: -14.43 / -14.53
Energy above the lowest of the compared OMol25 structures with the same formula, charge and spin in eV: 0.000
Highest occupied orbital energy (alpha / beta) in Ha: -0.733 / -0.751
Max |F| in hartree/bohr: 0.04673


[2]
The following is a quantum chemistry calculation of a structure of composition C9H24F2Li2O3, from the Open Molecules 2025 dataset.

Structure (ORCA input):
```
! wB97M-V def2-TZVPD RIJCOSX def2/J DEFGRID3
* xyz 0 1
Li 3.787 -1.604 -1.506
O -0.425 -1.665 -0.109
H 0.640 -0.531 -2.412
C -1.569 -2.013 0.671
H -2.454 1.411 -4.169
C 2.695 1.542 3.232
H -2.758 0.578 -2.655
H 0.709 1.784 -2.225
O 2.062 -0.062 1.520
H -1.975 -2.935 0.233
F 2.162 -0.518 -1.761
H -0.643 -1.312 -0.998
H -0.566 -3.155 2.175
H -1.018 2.024 -1.705
C -0.340 1.821 -2.533
H -2.831 -0.721 -0.513
C -2.198 0.517 -3.589
H 1.208 2.325 0.906
H 3.362 2.008 2.496
H 2.575 -0.713 2.017
C -2.636 -0.945 0.539
H -3.574 -1.228 1.019
H -1.942 -2.252 2.760
H 0.341 2.662 2.416
H -2.492 -0.332 -4.201
O -0.334 -0.598 -2.589
H 3.316 0.805 3.743
H -0.341 2.719 -3.169
F 2.993 -2.636 -0.029
H -0.198 1.371 1.298
H 2.339 2.318 3.905
C 1.545 0.880 2.477
C -0.715 0.581 -3.314
Li 1.652 -1.242 -0.004
H -0.421 -1.404 2.345
H -2.306 0.002 0.983
C 0.665 1.873 1.740
H -0.174 0.545 -4.268
H 0.957 0.309 3.208
C -1.100 -2.209 2.066
*
```

Values from the calculation:
E_LUMO in eV: -0.07
Energy above the lowest of the compared OMol25 structures with the same formula, charge and spin in eV: 0.000
Highest occupied orbital energy in Ha: -0.358
Max |F| in hartree/bohr: 0.03537


[3]
The following is a quantum chemistry calculation of a structure of composition C9H24NbO8S2, from the Open Molecules 2025 dataset.

Structure (ORCA input):
```
! wB97M-V def2-TZVPD RIJCOSX def2/J DEFGRID3
* xyz -1 1
H 4.764 -0.094 -1.083
H 3.443 -1.327 0.565
H -3.962 1.262 -1.461
H 4.480 -1.654 -1.904
H -5.551 -3.003 -0.363
O 3.265 -0.070 -2.482
C -3.272 0.906 -0.558
H -4.645 -1.115 -2.259
O 6.806 -0.019 0.758
H -6.264 0.341 -1.478
H 5.309 2.621 3.677
H 4.381 2.088 0.794
H -1.832 -2.437 0.255
H -3.805 0.949 0.483
O 6.375 2.409 1.133
C 5.017 2.603 1.521
C -2.786 -0.635 -0.984
C 4.901 1.963 2.902
H -2.170 -0.486 -1.995
H -3.660 -2.656 -1.774
C -1.726 -1.283 0.094
H 3.869 1.704 3.152
O 2.295 2.086 -1.675
H -7.907 -1.550 -1.067
C -4.051 -1.613 -1.370
C -5.077 -1.932 -0.129
H 2.381 -1.999 -0.702
H -5.973 0.608 1.141
H 4.767 3.667 1.533
H -2.290 1.575 -0.606
C 2.977 -1.131 -0.403
O 8.135 1.275 2.494
O 0.785 0.189 -2.431
Nb -6.861 -0.493 0.013
S 6.914 1.008 1.770
H -7.576 -1.387 1.434
H -1.805 -0.683 1.108
O 5.709 0.789 2.847
H -0.633 -1.078 -0.339
C 3.999 -0.769 -1.478
H -4.572 -2.016 0.923
S 1.989 0.680 -1.799
H -8.247 0.714 0.067
O 2.105 -0.005 -0.324
*
```

Values from the calculation:
E_LUMO in eV: 1.68
Highest occupied orbital energy in Ha: -0.162
Max |F| in hartree/bohr: 0.05200


[4]
The following is a quantum chemistry calculation of a cluster of 2 separate species, C9H25B2FN4O3 in total, from the Open Molecules 2025 dataset.

Structure (ORCA input):
```
! wB97M-V def2-TZVPD RIJCOSX def2/J DEFGRID3
* xyz 0 1
B 0.116 -0.713 -1.681
H 1.485 -2.015 -2.855
C 0.620 -2.109 -2.201
H -1.334 0.138 -2.680
H 0.787 -2.837 -1.415
C -0.201 3.124 1.308
C -0.696 -1.322 0.617
H -0.195 -2.482 -2.819
N -4.352 -0.564 -0.108
F -1.988 3.476 -0.605
H -0.041 1.538 3.177
O -0.369 0.153 -2.598
C -0.161 1.651 1.315
B 1.604 -0.541 0.229
H -0.681 -2.320 0.193
O -2.624 -1.836 1.814
H -3.231 -2.463 1.404
H -3.078 -2.155 -0.666
H 3.938 1.351 1.604
N 0.147 -0.336 -0.178
H 0.378 1.697 -0.679
H 2.610 0.812 -1.890
H 0.580 3.585 1.912
C 3.511 0.398 1.303
H 2.723 -2.086 -0.054
H -4.272 0.447 -0.128
C -2.149 -0.921 0.832
H -0.261 -1.431 1.599
H -5.005 -0.863 -0.821
H 3.064 -0.048 2.183
H -2.294 0.059 1.271
H 4.070 1.302 -1.033
H 4.338 -0.248 0.999
H -1.180 3.408 1.675
N 2.525 0.581 0.220
N -0.102 0.943 2.355
H -1.269 1.289 -0.437
C -3.020 -1.099 -0.409
C -0.269 1.101 -0.053
O 2.027 -1.796 0.555
C 3.270 0.573 -1.057
H 3.749 -0.403 -1.224
H -2.602 -0.569 -1.278
H -0.170 3.530 0.304
*
```

Values from the calculation:
E_LUMO in eV: -0.49
Highest occupied orbital energy in Ha: -0.265
Max |F| in hartree/bohr: 0.02507


[5]
The following is a quantum chemistry calculation of a structure of composition C9H27F2NaO12P3, from the Open Molecules 2025 dataset.

Structure (ORCA input):
```
! wB97M-V def2-TZVPD RIJCOSX def2/J DEFGRID3
* xyz 0 2
O 17.370 -4.212 9.334
H 17.683 -7.278 8.363
O 19.502 -8.309 8.542
H 18.555 -7.088 9.896
H 16.246 -0.042 9.296
H 17.874 -12.048 10.581
F 17.063 -6.395 5.897
O 20.131 -10.715 7.922
O 14.196 -3.190 8.257
O 19.148 -4.169 11.275
H 15.821 -7.234 10.833
C 18.671 -7.199 8.817
C 19.916 -2.967 11.189
H 15.995 -3.989 13.523
C 17.449 -11.348 9.862
C 20.586 -11.006 6.657
H 16.676 -2.460 13.673
H 21.630 -10.704 6.582
H 20.126 -2.624 12.201
C 15.888 -6.254 11.306
H 11.350 -2.500 9.573
H 11.073 -1.238 8.464
O 17.821 -9.640 7.098
H 20.810 -3.132 10.588
H 17.281 -11.925 8.953
H 15.285 -5.622 10.653
H 11.062 -0.882 10.163
P 18.845 -9.756 8.189
P 17.614 -4.353 10.790
H 17.777 -3.824 13.515
H 15.321 -6.385 12.227
H 17.282 -1.421 9.663
O 18.445 -10.309 9.680
H 19.344 -2.166 10.721
Na 15.966 -4.956 7.554
O 12.963 -1.142 9.416
H 16.146 -1.541 8.285
H 12.068 -3.154 12.212
H 13.211 -1.719 12.013
H 13.735 -3.218 12.780
H 16.542 -11.064 10.397
O 16.731 -3.344 11.745
F 14.540 -6.850 8.129
O 17.198 -5.772 11.457
P 13.980 -2.389 9.532
C 11.591 -1.451 9.399
H 20.323 -12.057 6.534
C 16.838 -3.405 13.155
C 13.080 -2.801 12.015
H 20.087 -10.449 5.864
H 19.089 -6.343 8.289
O 13.441 -3.309 10.779
O 15.325 -1.685 10.204
C 16.303 -1.130 9.282
*
```

Values from the calculation:
E_LUMO (alpha / beta) in eV: 0.20 / -3.52
Energy above the lowest of the compared OMol25 structures with the same formula, charge and spin in eV: 0.000
Highest occupied orbital energy (alpha / beta) in Ha: -0.367 / -0.302
Max |F| in hartree/bohr: 0.07093


[6]
The following is a quantum chemistry calculation of a structure of composition C9H27I2N2O5P2Pd, from the Open Molecules 2025 dataset.

Structure (ORCA input):
```
! wB97M-V def2-TZVPD RIJCOSX def2/J DEFGRID3
* xyz 3 1
H 2.527 3.065 -1.453
H -3.266 -2.956 -2.254
C 2.696 -2.292 1.152
H 1.541 -0.225 -4.931
H 3.790 -2.153 -4.105
C 2.365 -0.555 -4.304
C 2.922 -1.595 -0.153
H -4.751 -0.854 -1.815
H -3.905 -0.241 -3.115
N -4.025 -3.090 1.428
O -1.587 -0.619 -0.143
H 3.733 -0.869 -0.112
H 2.485 -1.578 1.952
H -4.580 -3.908 1.172
P 1.580 0.155 -1.783
O 2.859 1.060 -1.886
C 3.056 2.224 -1.004
C -2.739 -2.992 0.642
H 3.606 -2.827 1.426
H 3.454 -1.632 -5.754
C 3.001 -1.825 -4.780
H 3.074 0.256 -4.163
I -0.748 3.057 0.489
H 0.001 3.551 3.010
I 0.244 0.886 2.859
Pd 0.566 0.810 0.207
H 1.885 -3.015 1.085
N -4.190 -1.108 -2.658
H -1.643 2.800 3.004
C -3.016 -1.902 -2.142
H -2.626 -3.892 0.043
H -2.136 -1.683 -2.741
H 2.268 -2.620 -4.899
H -1.904 -2.935 1.337
C 4.529 2.479 -0.845
H 2.569 1.978 -0.050
H 5.027 1.646 -0.350
O 1.758 -0.845 -2.949
P -2.820 -1.422 -0.353
C -0.644 2.792 2.582
H -3.868 -3.132 2.436
O -4.208 -0.918 -0.037
H -4.761 -1.632 -3.323
H 4.671 3.380 -0.248
H 3.081 -2.278 -0.985
O 1.678 -0.840 -0.515
H -4.568 -2.228 1.191
H 4.997 2.641 -1.814
*
```

Values from the calculation:
E_LUMO (alpha / beta) in eV: -11.03 / -11.02
Energy above the lowest of the compared OMol25 structures with the same formula, charge and spin in eV: 1.225
Highest occupied orbital energy (alpha / beta) in Ha: -0.665 / -0.665
Max |F| in hartree/bohr: 0.02820